# C9H10Cl4MnN2O2SSi

A molecular structure, C9H10Cl4MnN2O2SSi in a non-equilibrium geometry (wB97M-V/def2-TZVPD, OMol25).

## Properties
Energy relative to the best compared isomer or geometry (same formula, charge and spin) (kcal per mole): 51.8
Spin multiplicity: 6
Kohn-Sham gap (spin up / spin down) (eV): 6.625 / 6.923
⟨S²⟩: 8.777
Net charge: 0
Calculated total energy (Eh): -4288.5692
Highest occupied orbital energy (spin up / spin down) (eV): -7.7 / -8.2

CARTESIAN COORDINATES (ANGSTROEM)
1 Mn -0.275 -1.133 0.137
2 S -2.232 0.105 -1.334
3 Cl 1.814 -0.315 -3.077
4 H -1.126 -2.757 -4.884
5 H -0.063 -1.345 -4.850
6 H -2.165 3.078 4.364
7 C -2.272 0.998 4.871
8 C -0.999 0.538 2.417
9 N -1.351 0.898 -3.671
10 H -2.251 -1.118 5.156
11 H -1.347 1.795 -3.218
12 O -0.402 -2.229 1.870
13 O -0.422 0.343 1.280
14 H -1.677 -2.149 -2.766
15 H -0.813 0.787 -4.514
16 Cl 3.695 -1.089 -0.652
17 H -1.339 -2.693 3.587
18 Cl -3.062 1.314 6.375
19 C -1.655 -0.164 -2.917
20 H -1.712 -1.214 -5.519
21 C -1.935 2.075 4.044
22 H -1.061 2.663 2.179
23 C -1.098 -1.682 -4.748
24 Si 1.714 -0.555 -0.985
25 C -1.012 -1.889 2.914
26 C -1.327 1.846 2.833
27 C -1.986 -0.296 4.508
28 Cl -0.597 -2.895 -0.987
29 C -1.331 -0.560 3.292
30 N -1.618 -1.382 -3.434